{"formula": "C43H59AsMoN6SSe3Si2Te2", "method": "ωB97M-V with the def2-TZVPD basis set", "elements": ["Mo", "C", "C", "C", "C", "C", "N", "C", "C", "C", "C", "C", "C", "C", "N", "C", "C", "C", "N", "C", "C", "N", "C", "C", "C", "N", "H", "H", "H", "H", "H", "H", "H", "H", "H", "H", "H", "H", "H", "H", "H", "H", "H", "H", "Se", "Se", "Te", "Se", "C", "As", "C", "C", "S", "H", "H", "H", "H", "H", "H", "H", "H", "H", "C", "C", "C", "C", "C", "C", "N", "C", "C", "C", "C", "C", "C", "H", "H", "H", "H", "H", "H", "H", "H", "H", "H", "C", "Si", "C", "C", "C", "Te", "C", "Si", "C", "C", "C", "H", "H", "H", "H", "H", "H", "H", "H", "H", "H", "H", "H", "H", "H", "H", "H", "H", "H", "H", "H", "H", "H"], "xyz": [[0.92932, -0.13335, 0.14386], [-4.79241, 1.67210, 2.89255], [-3.34729, 1.63915, 2.47874], [-2.32062, 1.52006, 3.41145], [-0.99407, 1.48587, 3.01778], [-0.64577, 1.55494, 1.66990], [0.67579, 1.64374, 1.21676], [1.27066, 2.87457, 1.25132], [0.64426, 3.96541, 1.89505], [1.23765, 5.20135, 2.01810], [2.49133, 5.44710, 1.47367], [3.18689, 6.77223, 1.63229], [3.09194, 4.41174, 0.78113], [2.52367, 3.14609, 0.66106], [3.26487, 2.15270, -0.03057], [4.56160, 2.26042, -0.39469], [4.95188, 1.07447, -0.96351], [3.82269, 0.26785, -0.90638], [2.80017, 0.92244, -0.35058], [-1.68704, 1.64786, 0.73037], [-3.01205, 1.70343, 1.13149], [-1.34457, 1.72297, -0.64383], [-1.96238, 2.43863, -1.60881], [-1.22921, 2.29787, -2.76155], [-0.15827, 1.46980, -2.41715], [-0.23736, 1.11792, -1.13842], [-4.88880, 1.69620, 3.97616], [-5.31206, 0.78455, 2.52316], [-5.29220, 2.54709, 2.47514], [-2.56246, 1.47205, 4.46618], [-0.19832, 1.42415, 3.74878], [-0.33160, 3.80898, 2.32978], [0.71429, 5.99131, 2.54372], [2.57456, 7.46236, 2.21029], [3.39642, 7.22849, 0.66310], [4.13857, 6.64421, 2.15148], [4.04569, 4.62310, 0.31777], [5.14572, 3.14410, -0.22573], [5.91721, 0.80287, -1.35059], [3.73169, -0.75000, -1.24178], [-3.79413, 1.78933, 0.38447], [-2.85182, 3.00769, -1.40520], [-1.43243, 2.73293, -3.72316], [0.65220, 1.12824, -3.03669], [2.61026, -1.66340, 1.44827], [2.61325, -3.77004, 0.56703], [5.00318, -3.21640, 0.03948], [1.36076, -1.84960, -1.82415], [3.44807, -0.06839, 4.70102], [3.78361, 0.89436, 3.02553], [5.55708, 0.12472, 2.68343], [4.43399, 2.56344, 3.84148], [0.73325, -1.16759, 2.34339], [4.32546, -0.03521, 5.34835], [3.21554, -1.11093, 4.48372], [2.59798, 0.36826, 5.22605], [6.17123, 0.16796, 3.58521], [6.06288, 0.66516, 1.88405], [5.46459, -0.91666, 2.37506], [5.15149, 2.34429, 4.63353], [3.60462, 3.13431, 4.26094], [4.92200, 3.18379, 3.08893], [3.69857, 0.52292, -6.11338], [3.67145, 0.83591, -4.76431], [2.74066, 0.23957, -3.92919], [1.81878, -0.68550, -4.41670], [1.87172, -1.01627, -5.77545], [2.79543, -0.40928, -6.60742], [0.85217, -1.25216, -3.56940], [-0.41912, -1.56452, -4.08537], [-1.06061, -0.66343, -4.94536], [-2.30615, -0.95558, -5.47303], [-2.94643, -2.14378, -5.15224], [-2.32015, -3.04034, -4.29963], [-1.07650, -2.75215, -3.76018], [4.41660, 0.99272, -6.77221], [4.36819, 1.55564, -4.35223], [2.71834, 0.49086, -2.88126], [1.18615, -1.75163, -6.17481], [2.81875, -0.67316, -7.65714], [-0.56061, 0.25818, -5.21512], [-2.77706, -0.24840, -6.14478], [-3.91703, -2.37391, -5.57244], [-2.79543, -3.98548, -4.07104], [-0.57101, -3.46880, -3.12646], [-2.09000, -2.42913, 3.55344], [-1.37504, -3.89574, 2.58142], [-2.64485, -5.29095, 2.73296], [0.21965, -4.54953, 3.35155], [-1.13239, -3.65910, 0.68606], [-1.41267, -1.76630, -0.29398], [-3.34685, -1.54822, 0.67119], [-4.64625, -1.61839, -0.69989], [-6.36374, -1.23173, -0.01311], [-4.58352, -3.37442, -1.38714], [-4.25586, -0.37645, -2.07305], [-1.64830, -2.40696, 4.55223], [-3.17194, -2.52070, 3.67072], [-1.88388, -1.46674, 3.08719], [-2.83286, -5.50581, 3.78707], [-2.28451, -6.21020, 2.26747], [-3.60180, -5.03529, 2.27201], [0.05592, -4.82062, 4.39757], [1.02972, -3.82428, 3.32736], [0.56744, -5.44183, 2.82755], [-1.84001, -4.31587, 0.17329], [-0.13387, -3.99413, 0.39936], [-3.39833, -0.64654, 1.27329], [-3.46170, -2.40375, 1.33635], [-6.62291, -1.89200, 0.81627], [-7.11566, -1.36798, -0.79306], [-6.43709, -0.20135, 0.33999], [-4.86665, -4.10746, -0.62847], [-3.57018, -3.60570, -1.71903], [-5.25449, -3.49549, -2.23901], [-4.51280, 0.64650, -1.78659], [-4.82605, -0.61757, -2.97158], [-3.19865, -0.40079, -2.34861]], "forces_ev_per_angstrom": [[0.3, -0.2, 0.8], [0.1, -0.1, -0.1], [0.0, 0.1, 0.0], [0.0, 0.0, 0.0], [0.0, -0.1, -0.1], [-0.4, 0.6, -0.1], [0.0, -0.5, 0.2], [0.1, 0.2, -0.1], [0.0, -0.2, -0.1], [0.1, 0.0, 0.0], [0.0, 0.0, 0.0], [0.0, -0.1, -0.1], [0.0, 0.0, -0.1], [-0.4, 0.2, 0.2], [0.2, 0.1, 0.0], [0.1, -0.2, -0.1], [-0.1, 0.0, 0.0], [0.2, 0.2, 0.0], [0.1, -0.2, -0.3], [0.1, -0.1, 0.5], [0.0, 0.1, -0.2], [-0.2, 0.3, -0.1], [0.2, -0.1, -0.1], [-0.1, 0.1, 0.0], [-0.1, 0.0, 0.1], [-0.4, 0.3, -0.8], [0.0, 0.0, 0.0], [0.0, 0.0, 0.0], [0.0, 0.0, 0.0], [0.0, 0.0, 0.0], [0.0, 0.0, 0.0], [0.0, 0.0, 0.0], [0.0, 0.0, 0.0], [0.0, 0.0, 0.0], [0.0, 0.0, 0.0], [0.0, 0.1, 0.0], [0.0, 0.0, 0.0], [-0.1, 0.0, 0.1], [0.0, 0.0, 0.0], [-0.1, 0.0, 0.1], [0.0, -0.1, 0.0], [0.0, 0.0, 0.1], [0.0, 0.0, 0.0], [0.0, -0.1, 0.1], [0.4, 0.5, 0.3], [-0.2, -1.0, -0.2], [0.4, -0.1, -0.3], [0.4, -0.2, -0.6], [0.0, 0.0, 0.1], [0.3, 0.1, 0.2], [0.1, -0.1, 0.1], [0.0, 0.0, 0.1], [-0.4, 0.2, 0.0], [0.0, 0.0, 0.0], [0.0, 0.0, 0.0], [0.0, 0.0, 0.0], [0.0, 0.0, 0.0], [0.0, 0.1, 0.0], [-0.1, 0.0, 0.0], [0.0, 0.0, 0.0], [0.0, 0.0, 0.0], [0.0, 0.0, -0.1], [0.1, 0.1, 0.0], [0.0, 0.0, -0.1], [-0.1, 0.0, 0.0], [0.1, 0.1, 0.0], [0.0, 0.0, 0.0], [0.0, 0.0, 0.0], [-0.1, 0.1, 0.5], [-0.2, 0.0, 0.0], [0.0, -0.1, 0.1], [0.0, 0.0, 0.0], [-0.1, 0.0, 0.0], [0.0, 0.0, 0.0], [0.2, -0.1, -0.2], [0.0, 0.0, 0.0], [0.0, 0.0, 0.0], [0.0, 0.0, 0.0], [0.0, 0.0, 0.0], [0.0, 0.0, 0.0], [0.0, 0.0, 0.0], [0.0, 0.0, 0.0], [0.0, 0.0, 0.0], [0.0, 0.0, 0.0], [-0.1, 0.0, 0.0], [0.1, -0.1, -0.2], [0.0, -0.1, 0.1], [0.1, 0.2, 0.0], [-0.2, 0.1, -0.1], [0.1, 0.2, 0.1], [-0.4, -0.5, 0.3], [-0.2, 0.2, -0.3], [-0.1, 0.0, -0.1], [0.2, -0.1, -0.1], [-0.1, 0.3, 0.1], [0.0, -0.2, 0.3], [0.0, 0.0, 0.0], [0.0, 0.0, 0.0], [0.0, 0.0, 0.0], [0.0, 0.0, 0.0], [0.0, 0.0, 0.0], [0.0, 0.0, 0.0], [-0.1, 0.0, 0.0], [0.0, 0.0, 0.0], [0.0, 0.0, 0.0], [0.0, 0.0, 0.0], [0.0, 0.0, 0.0], [0.1, 0.0, 0.0], [0.0, 0.0, 0.0], [0.0, 0.0, 0.0], [0.0, 0.0, 0.0], [0.0, 0.0, 0.0], [0.0, 0.0, 0.0], [0.0, 0.0, -0.1], [0.0, 0.0, 0.0], [0.0, 0.0, 0.0], [0.0, 0.0, 0.0], [0.0, 0.0, -0.1]], "mulliken_charge": [-0.1907, -1.4862, 1.2966, -1.2415, 0.3169, -0.3702, 0.9594, 0.8631, -1.0306, -1.6102, 0.2923, -1.5286, -0.8879, 0.6018, -0.3861, 0.0717, -2.3257, -0.9182, 2.5288, -0.7450, -0.4864, 0.8031, -0.1969, -2.0201, -0.9749, 1.4944, 0.4224, 0.2155, 0.3176, 0.3960, 0.5350, 0.6022, 0.3498, 0.3884, 0.3192, 0.3153, 0.4543, 0.4198, 0.5660, 0.6592, 0.3232, 0.6243, 0.5150, 0.4421, 0.1287, -0.3464, -0.5274, -0.1989, -1.1968, 0.8778, -1.1711, -1.3795, -0.3810, 0.4550, 0.3065, 0.3185, 0.4745, 0.3376, 0.2297, 0.4555, 0.3519, 0.3609, -0.6291, -1.0455, 0.8153, 0.4432, -0.4821, -0.6414, -0.1122, -0.1971, 0.2162, -0.9752, -0.6459, -0.6493, -0.3400, 0.3892, 0.4405, -0.3719, 0.4994, 0.4018, 0.6141, 0.3752, 0.4277, 0.4861, 0.6051, -0.6510, 0.6233, -1.3071, -0.8534, -0.7558, 0.2729, 0.3029, 0.0757, -1.1691, -0.8115, -0.2862, 0.4525, 0.3857, -0.2363, 0.2989, 0.3070, 0.3294, 0.3514, 0.1138, 0.2670, 0.7321, 0.4004, -0.6023, 0.1098, 0.3359, 0.3680, 0.3266, 0.3852, -0.0096, 0.4080, 0.3196, 0.5351, -0.4327], "e_tot_ev": -354401.8870, "de_lowest_kj_mol": 193.2, "multiplicity": 3, "orbital_gap_ev": [5.54, 5.41], "largest_force_ev_per_a": 1.05, "homo_energy_ha": [-0.2257, -0.2256]}

***

{"formula": "C25H33FN4O", "method": "ωB97M-V with the def2-TZVPD basis set", "elements": ["O", "C", "N", "C", "C", "H", "C", "C", "H", "H", "H", "H", "H", "H", "H", "C", "C", "C", "N", "C", "C", "H", "H", "H", "H", "C", "C", "C", "N", "C", "C", "H", "H", "H", "H", "C", "C", "N", "C", "C", "C", "C", "C", "C", "C", "C", "H", "H", "H", "F", "H", "H", "H", "H", "H", "H", "H", "H", "H", "H", "H", "H", "H", "H"], "xyz": [[-4.21446, 0.21103, 2.04075], [-3.82561, -0.05504, 0.91707], [-4.57468, 0.24101, -0.16432], [-4.28513, -0.03564, -1.55800], [-5.39935, 0.68547, -2.31754], [-5.61525, 0.21579, -3.27497], [-6.57163, 0.62139, -1.34118], [-5.88714, 0.84885, 0.00080], [-6.40125, 0.38680, 0.84552], [-5.77400, 1.91762, 0.21603], [-7.33582, 1.36680, -1.54856], [-7.02900, -0.36825, -1.36897], [-5.11922, 1.72478, -2.49228], [-3.29531, 0.32938, -1.83980], [-4.32714, -1.11582, -1.74941], [-2.47138, -0.69845, 0.65453], [-2.07491, -1.59823, 1.82324], [-0.77111, -2.32913, 1.48891], [0.02108, -1.56085, 0.54226], [-0.02073, -0.14952, 0.86722], [-1.40815, 0.40411, 0.50896], [-1.40523, 0.78273, -0.51440], [-1.64933, 1.23419, 1.17544], [0.73823, 0.38320, 0.29427], [0.18696, 0.02785, 1.93529], [1.33458, -2.13168, 0.28450], [1.83390, -1.70716, -1.10081], [3.19866, -2.34581, -1.39287], [4.20625, -2.09419, -0.38657], [3.73898, -2.46018, 0.93295], [2.40900, -1.81461, 1.33539], [2.54978, -0.73766, 1.41668], [2.10441, -2.19828, 2.31108], [4.51274, -2.20311, 1.65877], [3.62064, -3.55127, 0.93205], [4.95827, -0.85960, -0.51257], [4.15702, 0.42158, -0.56951], [3.74415, 0.92726, 0.56393], [2.95687, 2.01930, 0.56058], [2.48833, 2.51604, 1.79620], [1.66160, 3.60241, 1.83602], [1.28861, 4.22443, 0.63586], [1.72127, 3.78923, -0.58435], [2.56943, 2.66828, -0.64425], [3.06680, 2.13446, -1.85274], [3.85210, 1.01737, -1.81690], [4.24086, 0.58084, -2.72465], [2.81305, 2.61355, -2.78829], [1.41636, 4.29269, -1.48913], [0.47038, 5.29519, 0.70355], [1.28474, 3.99682, 2.76653], [2.79615, 2.00946, 2.69699], [5.63576, -0.80727, 0.34246], [5.55584, -0.94082, -1.42804], [3.57582, -2.00381, -2.35954], [3.06921, -3.43371, -1.44711], [1.91644, -0.62203, -1.14899], [1.11134, -2.02012, -1.85593], [1.19125, -3.22079, 0.26170], [-0.99303, -3.29181, 1.01571], [-0.22048, -2.53286, 2.42351], [-1.96361, -0.97814, 2.71268], [-2.86539, -2.32109, 2.02808], [-2.49856, -1.30299, -0.25378]], "forces_ev_per_angstrom": [[0.0, 0.1, 0.4], [0.3, -0.3, -0.3], [-0.4, 0.2, -0.1], [0.3, -0.2, -0.4], [0.0, -0.1, 0.1], [0.1, 0.0, -0.1], [0.2, 0.1, 0.0], [-0.3, 0.1, 0.3], [0.0, 0.1, -0.1], [-0.1, -0.1, 0.0], [-0.1, 0.0, 0.0], [0.0, 0.0, 0.0], [0.0, 0.0, 0.0], [0.0, -0.1, 0.0], [0.1, 0.1, -0.1], [-0.1, 0.0, 0.3], [0.0, 0.0, -0.2], [0.0, -0.1, 0.0], [-0.1, -0.1, -0.1], [-0.1, 0.1, -0.1], [0.1, -0.1, 0.0], [0.0, 0.1, 0.0], [0.0, 0.1, 0.0], [0.0, 0.0, 0.1], [0.1, 0.0, 0.0], [0.2, 0.2, -0.2], [0.1, -0.3, 0.2], [-0.1, 0.1, -0.1], [0.1, 0.0, 0.0], [-0.1, 0.1, 0.2], [-0.2, -0.3, -0.1], [-0.1, -0.1, 0.1], [0.0, 0.0, 0.1], [0.0, -0.1, 0.0], [0.0, 0.0, 0.1], [0.1, -0.2, -0.1], [0.1, 0.2, 0.0], [0.4, -0.3, 0.1], [-0.2, 0.4, -0.5], [-0.1, 0.2, 0.0], [0.0, -0.1, 0.1], [0.1, 0.0, -0.5], [-0.2, 0.3, 0.3], [0.2, -0.3, 0.4], [0.1, -0.2, 0.0], [-0.1, 0.3, 0.0], [0.0, 0.0, -0.1], [0.0, 0.0, -0.1], [-0.1, 0.1, -0.1], [0.1, -0.1, 0.0], [0.0, 0.0, 0.1], [0.0, -0.1, 0.1], [0.0, 0.1, -0.1], [0.0, 0.1, 0.1], [0.0, -0.1, -0.1], [0.0, 0.0, -0.1], [-0.1, 0.0, 0.0], [-0.1, 0.0, 0.0], [0.0, 0.0, 0.0], [0.0, 0.0, 0.1], [0.0, 0.0, 0.0], [-0.1, 0.0, 0.0], [0.0, 0.0, 0.1], [0.0, 0.1, 0.0]], "nbo_charge": [-0.6433, 0.7028, -0.4396, -0.2106, -0.4056, 0.2168, -0.4099, -0.2124, 0.2243, 0.1909, 0.2182, 0.2019, 0.2030, 0.2035, 0.1869, -0.3017, -0.3951, -0.2081, -0.4648, -0.2295, -0.3835, 0.1983, 0.2137, 0.2089, 0.1668, -0.0285, -0.4208, -0.2180, -0.4381, -0.2078, -0.4581, 0.2264, 0.2053, 0.2026, 0.1844, -0.2437, 0.2169, -0.4307, 0.1179, -0.1650, -0.2656, 0.3955, -0.2904, -0.0098, -0.1549, -0.2639, 0.2214, 0.2146, 0.2277, -0.3217, 0.2354, 0.2314, 0.2200, 0.1932, 0.1951, 0.1908, 0.1973, 0.2146, 0.1892, 0.1890, 0.1666, 0.2165, 0.2189, 0.2146], "e_tot_ev": -37186.9112, "de_lowest_kj_mol": 26.5, "orbital_gap_ev": 8.07, "smiles": "O=C(C1CCN(C2CCN(Cc3ccc4cc(F)ccc4n3)CC2)CC1)N1CCCC1", "largest_force_ev_per_a": 0.65, "homo_energy_ha": -0.2965}

***

{"formula": "C5H15ClErP2", "method": "ωB97M-V with the def2-TZVPD basis set", "elements": ["C", "P", "C", "P", "C", "C", "C", "Cl", "H", "H", "H", "H", "H", "H", "H", "H", "H", "H", "H", "H", "H", "H", "H", "Er"], "xyz": [[3.07841, -1.04943, -0.22600], [2.37852, -0.01207, 1.06703], [2.76242, 1.70785, 0.63435], [0.03973, -0.22795, 1.06262], [-1.92939, -0.35634, 0.89407], [-2.36320, -0.68365, -0.53997], [-1.95412, 0.37354, -1.57828], [-0.94034, -0.32099, -2.81986], [2.80455, -2.08619, -0.08499], [4.15953, -0.97555, -0.19589], [2.74074, -0.70594, -1.20026], [2.36083, 2.34996, 1.40660], [3.82842, 1.84976, 0.52861], [2.25104, 1.91525, -0.30056], [-0.00616, 1.17944, 1.08262], [0.03809, -0.87013, 2.30344], [0.23106, -1.01224, -0.09967], [-2.30212, -1.10472, 1.58415], [-2.30911, 0.62848, 1.17315], [-1.95924, -1.64895, -0.80475], [-3.47741, -0.74954, -0.58007], [-2.82451, 0.83017, -2.06035], [-1.40876, 1.19169, -1.13201], [-4.94921, -0.07411, -0.30335]], "forces_ev_per_angstrom": [[0.0, 0.0, 0.3], [0.6, 0.3, -0.3], [-0.4, -0.6, 0.4], [-0.7, -0.3, 0.3], [-0.3, 0.3, -0.6], [0.6, 0.6, 0.6], [-0.1, -0.1, 0.0], [0.2, -0.1, -0.4], [-0.1, -0.3, 0.0], [0.3, 0.0, 0.0], [-0.1, 0.1, -0.2], [0.1, 0.3, 0.2], [0.3, 0.1, -0.1], [0.0, 0.2, -0.4], [0.1, -0.1, -0.1], [0.0, 0.0, 0.0], [0.0, 0.1, 0.1], [0.0, -0.2, 0.3], [0.0, 0.2, 0.3], [-0.3, -0.5, -0.3], [4.5, -2.6, -1.0], [-0.1, 0.1, -0.3], [0.1, 0.2, 0.3], [-4.6, 2.1, 0.9]], "nbo_charge": [-0.9986, 0.9449, -0.9710, 0.5546, -0.7874, -0.3279, -0.4416, 0.0796, 0.2765, 0.3081, 0.2735, 0.2717, 0.3048, 0.2608, 0.0523, 0.0986, 0.0446, 0.2551, 0.2077, 0.2929, -0.0725, 0.1958, 0.2392, 1.9384], "e_tot_ev": -64112.8942, "total_charge": 3, "de_lowest_kj_mol": 0.0, "multiplicity": 4, "orbital_gap_ev": [5.54, 6.55], "largest_force_ev_per_a": 5.28, "homo_energy_ha": [-0.6725, -0.7071]}

***

{"formula": "C4H9N2", "method": "ωB97M-V with the def2-TZVPD basis set", "elements": ["C", "N", "H", "H", "H", "C", "C", "C", "N", "H", "H", "H", "H", "H", "H"], "xyz": [[0.75133, -2.68054, 0.03406], [1.29904, -2.06135, 0.99561], [0.58430, -2.18517, -0.92264], [0.29598, -3.67001, 0.11858], [1.39556, -2.71732, 1.77299], [0.10848, 1.60866, -0.50646], [0.00910, 2.30539, -1.62998], [-1.07433, 0.21833, 1.04966], [-1.05089, 0.95304, 0.00213], [1.01659, 1.49440, 0.06512], [-0.94265, 2.43489, -2.12949], [0.88351, 2.76198, -2.06355], [-2.02888, -0.17954, 1.36761], [-0.12406, -0.11302, 1.45955], [-1.93282, 1.30377, -0.35543]], "forces_ev_per_angstrom": [[-0.7, 0.2, 0.1], [0.0, -0.4, -0.3], [0.1, 0.1, 0.0], [0.5, -0.2, 0.0], [-0.1, 0.3, 0.2], [0.0, 0.1, -0.7], [0.0, -0.2, 0.4], [0.2, -0.6, -0.8], [0.1, 0.8, 1.2], [0.0, -0.3, 0.1], [0.0, 0.0, -0.2], [0.0, 0.2, 0.0], [0.0, 0.1, 0.2], [-0.1, 0.1, 0.2], [-0.2, -0.3, -0.3]], "nbo_charge": [-0.0302, -0.6327, 0.1561, 0.1688, 0.3514, -0.0863, -0.2855, 0.1162, -0.4033, 0.2481, 0.2160, 0.2504, 0.2336, 0.2566, 0.4405], "e_tot_ev": -7265.1925, "total_charge": 1, "de_lowest_kj_mol": 284.6, "orbital_gap_ev": 8.61, "largest_force_ev_per_a": 1.44, "homo_energy_ha": -0.5131}